# 1
{
  "formula": "C13H52CaN26O13",
  "method": "the ωB97M-V functional and the def2-TZVPD basis",
  "mol_weight_g_mol": 820.81,
  "orbital_gap_ev": 8.98,
  "charge": 2,
  "symbols": ["Ca", "C", "O", "N", "N", "H", "H", "H", "H", "C", "O", "N", "N", "H", "H", "H", "H", "C", "O", "N", "N", "H", "H", "H", "H", "C", "O", "N", "N", "H", "H", "H", "H", "C", "O", "N", "N", "H", "H", "H", "H", "C", "O", "N", "N", "H", "H", "H", "H", "C", "O", "N", "N", "H", "H", "H", "H", "C", "O", "N", "N", "H", "H", "H", "H", "C", "O", "N", "N", "H", "H", "H", "H", "C", "O", "N", "N", "H", "H", "H", "H", "C", "O", "N", "N", "H", "H", "H", "H", "C", "O", "N", "N", "H", "H", "H", "H", "C", "O", "N", "N", "H", "H", "H", "H"],
  "xyz": [[0.48217, -0.06938, 0.65658], [0.39326, -2.00794, -4.85705], [1.10957, -1.03717, -4.77937], [-0.55389, -2.21489, -5.65549], [0.43566, -3.09519, -4.10335], [-1.11780, -1.45734, -6.01357], [-0.96737, -3.12073, -5.48644], [0.99671, -2.83687, -3.30423], [0.09690, -3.94250, -4.53627], [-0.35039, 1.98646, -1.95955], [-0.44962, 1.40595, -0.90927], [-0.03645, 3.27251, -2.04264], [-0.28545, 1.36613, -3.10693], [0.14121, 3.95004, -1.31498], [-0.04533, 3.61766, -2.99179], [0.00311, 0.39824, -3.10366], [-0.09671, 1.97869, -3.88747], [3.21371, 1.80536, -0.82937], [2.36865, 1.30839, -0.16617], [4.46026, 1.44551, -0.87527], [2.99692, 2.79551, -1.64521], [4.67990, 0.81553, -0.11698], [5.20676, 1.90012, -1.38140], [2.13782, 3.32659, -1.65004], [3.86430, 3.24217, -1.90645], [2.81850, -0.99077, 2.99945], [2.00709, -0.77693, 2.10580], [3.10096, -2.12726, 3.56836], [3.88176, -0.24658, 3.22585], [3.81710, -2.09686, 4.27992], [2.46072, -2.90354, 3.48129], [4.10343, 0.38111, 2.46626], [4.41705, -0.38095, 4.07173], [-3.59150, 3.75803, 0.30021], [-2.67450, 4.34125, -0.20403], [-4.77368, 3.53664, -0.22221], [-3.57181, 3.30991, 1.49583], [-5.18363, 2.80359, 0.33875], [-4.83429, 3.79834, -1.19584], [-4.48288, 3.20625, 1.91927], [-2.65151, 3.36214, 1.90865], [2.30934, -2.25596, -1.40250], [1.54913, -1.56898, -0.73211], [3.30530, -1.92349, -2.15256], [1.97223, -3.44653, -1.60110], [3.61668, -0.97690, -1.98796], [3.80634, -2.62001, -2.68541], [2.58280, -3.98572, -2.19825], [1.17428, -3.90704, -1.18722], [3.23228, 1.59103, -4.77937], [3.80384, 2.66256, -4.65174], [2.96218, 0.73805, -3.84650], [2.65607, 1.23278, -5.88980], [2.27203, 0.00724, -3.94506], [3.46657, 0.92566, -2.99181], [2.12644, 0.37403, -5.93601], [2.86835, 1.91034, -6.60809], [-5.69447, -0.26822, -0.65391], [-6.73165, -0.62107, -0.18789], [-5.58553, 0.04287, -1.94929], [-4.55618, -0.07673, -0.04795], [-6.38469, 0.04872, -2.56687], [-4.78940, -0.16586, -2.53470], [-4.36276, -0.35312, 0.90405], [-3.77559, 0.21526, -0.61850], [-1.81150, 0.54196, 2.82211], [-1.45117, 0.79405, 1.70262], [-1.55744, 1.18830, 3.91870], [-2.70113, -0.41604, 3.17148], [-2.23175, 1.15072, 4.66970], [-1.02309, 2.02159, 3.71820], [-2.79674, -0.59873, 4.16021], [-3.21552, -1.08771, 2.61981], [-0.54069, -3.12142, 2.37773], [-0.54312, -2.04786, 1.81625], [-0.80038, -3.40784, 3.61715], [-0.34077, -4.17601, 1.65913], [-1.06494, -2.69245, 4.27922], [-0.56989, -4.37878, 3.77288], [-0.36260, -5.12183, 2.01275], [-0.12239, -4.06167, 0.67968], [0.89271, 2.80344, 2.25935], [1.10110, 1.60978, 2.20840], [1.28116, 3.50228, 3.34075], [0.23185, 3.38150, 1.29572], [1.93051, 3.11020, 4.00763], [1.25692, 4.50974, 3.27339], [-0.24510, 2.66430, 0.76823], [0.39873, 4.37392, 1.20999], [0.84202, -1.53097, 6.25443], [1.01362, -2.75217, 6.59618], [1.87246, -0.71437, 6.19047], [-0.25315, -0.96365, 5.80408], [2.78847, -1.13836, 6.22606], [1.84371, 0.26955, 5.96423], [-0.21311, -0.03277, 5.41425], [-1.09910, -1.44205, 6.07901], [-2.01049, -1.55526, -1.78434], [-1.32305, -1.17340, -0.83001], [-2.41539, -2.76180, -2.10243], [-2.36164, -0.76754, -2.73611], [-2.84906, -2.93983, -2.99705], [-2.16875, -3.45647, -1.41199], [-2.75436, -1.13429, -3.59131], [-1.97762, 0.16631, -2.75936]],
  "forces_ev_per_angstrom": [[-0.40, -0.46, -0.41], [1.76, -0.16, 1.43], [0.52, 1.55, 0.64], [-5.53, 0.35, -5.31], [2.31, -0.25, 2.59], [0.30, -0.29, -0.59], [-1.01, 0.88, -0.92], [0.18, -2.00, 0.29], [0.76, -0.32, 1.35], [1.86, 1.06, 1.86], [-0.74, -0.86, 2.20], [0.05, 2.39, -1.27], [-0.77, -1.07, -2.89], [-0.88, -0.53, 0.15], [0.19, 0.67, 0.41], [0.11, 0.20, -0.31], [0.30, -0.94, -0.39], [-0.76, 2.18, -1.13], [-2.62, -2.51, 2.49], [3.87, -2.94, 1.27], [-0.05, 3.18, -1.68], [0.63, -0.03, -0.34], [-0.23, -0.05, 0.18], [0.26, -0.38, -0.10], [-0.76, 0.62, -0.76], [0.75, -0.45, -2.60], [0.08, -0.65, 0.88], [-1.70, -3.93, 1.75], [1.36, 4.12, -0.04], [-0.40, -0.95, -0.26], [0.08, 0.05, 0.59], [0.24, 0.49, 0.84], [0.34, 0.53, -0.75], [0.08, 1.51, -1.94], [2.45, 1.05, -1.73], [-1.52, 0.06, -1.48], [1.11, -1.77, 4.87], [-1.27, -0.17, -1.76], [-0.92, -0.64, 0.16], [0.88, -0.12, 1.00], [-0.65, -0.05, 0.82], [-2.22, 2.73, 1.30], [0.39, 1.85, 0.80], [2.89, 2.80, -0.78], [-1.30, -7.99, -1.06], [0.66, -0.23, -0.61], [0.28, 0.73, 0.10], [-0.50, -0.63, 0.34], [0.37, 0.40, 0.01], [-0.21, 2.09, -0.47], [1.14, 0.47, 0.51], [0.76, -2.01, 4.50], [-0.77, 0.32, -3.41], [0.46, -0.06, 0.10], [-0.57, -0.35, -0.08], [0.17, 0.31, -0.66], [-0.64, -0.66, -0.61], [-1.37, -0.49, -1.08], [-1.84, -0.57, 1.67], [-0.03, 0.82, -4.44], [3.63, 0.38, 2.15], [-0.46, -0.18, 0.83], [0.42, 0.13, 0.80], [-0.35, 0.06, -0.40], [0.06, 0.04, 0.51], [-3.03, -2.64, -0.61], [0.63, 0.41, -1.44], [2.39, 3.27, 2.24], [-1.51, -2.06, 0.25], [0.33, 0.56, -0.17], [-0.03, 0.27, 0.87], [-0.15, -0.03, -0.33], [0.73, 0.33, -0.50], [-0.57, 2.07, -1.03], [-0.01, 2.51, 0.00], [-0.31, -0.39, 2.30], [1.25, -4.38, -3.24], [0.49, -0.55, 0.10], [-0.50, 0.49, 1.60], [-0.04, 0.20, -0.17], [-0.08, 0.12, 0.47], [1.27, -1.02, 1.24], [0.18, -1.84, 0.81], [0.21, 1.58, 0.71], [-0.31, 1.62, -0.21], [-0.07, -0.07, -0.44], [0.02, -0.08, 0.36], [-0.44, 0.89, -1.24], [-1.13, -0.16, -0.81], [2.01, -4.74, 0.87], [-1.24, 3.25, -0.94], [3.19, 1.49, 0.00], [-2.83, -0.08, -0.29], [-0.31, 0.14, 0.38], [-0.23, -0.30, 0.10], [-0.53, -0.27, 0.12], [-0.17, 0.57, -0.11], [2.11, 0.22, 1.77], [-0.76, -1.19, -0.02], [0.03, -3.40, 1.58], [-1.23, 4.48, -3.54], [0.06, -0.50, 0.70], [-0.51, -0.47, -0.59], [0.08, 0.40, 0.20], [-0.21, -0.04, -0.12]],
  "mulliken_charge": [2.87, 0.45, -0.75, -0.40, -0.29, 0.26, 0.13, 0.24, 0.25, -0.15, 0.38, -0.41, -0.38, 0.21, 0.12, -0.11, 0.22, -0.02, -0.15, -0.34, -0.19, 0.21, 0.18, 0.08, 0.20, 0.12, -0.75, -0.31, -0.37, 0.14, 0.14, 0.18, 0.19, 0.69, -0.66, -0.48, -0.35, 0.17, 0.26, 0.20, 0.17, -0.12, -0.05, -0.28, -0.47, 0.15, 0.21, 0.16, 0.16, 0.58, -0.73, -0.13, -0.38, 0.56, 0.07, 0.21, 0.22, 0.56, -0.64, -0.33, 0.16, 0.24, 0.13, -0.06, -0.19, -0.15, 0.17, -0.39, -0.24, 0.22, 0.16, 0.08, 0.21, 0.44, -0.06, -0.30, -0.55, 0.03, 0.17, 0.18, 0.08, -0.21, 0.15, -0.34, 0.08, 0.25, 0.18, -0.67, 0.23, 0.63, -0.70, -0.37, -0.31, 0.19, 0.18, 0.06, 0.33, -0.27, 0.52, -0.34, -0.25, 0.10, 0.25, 0.21, 0.07]
}

=====

# 2
{
  "formula": "C4H6BrN",
  "method": "the ωB97M-V functional and the def2-TZVPD basis",
  "spin_multiplicity": 3,
  "mol_weight_g_mol": 148.00,
  "orbital_gap_ev": [7.85, 8.38],
  "symbols": ["C", "C", "C", "C", "N", "Br", "H", "H", "H", "H", "H", "H"],
  "xyz": [[0.22748, 0.77418, -2.55860], [-0.23822, 0.18126, -1.42767], [-0.23332, -0.55234, 0.96162], [0.25462, -0.17252, 2.31905], [0.27510, 0.45894, -0.20408], [-1.47283, -1.89691, 0.69671], [-0.03484, 0.55297, -3.54973], [1.14155, 1.45885, -2.69675], [-1.06230, -0.53541, -1.37125], [1.01320, 0.56400, 2.04113], [0.60457, -1.20947, 2.86982], [-0.47501, 0.37644, 2.91975]],
  "forces_ev_per_angstrom": [[2.83, 2.01, -1.32], [0.06, -0.18, 3.87], [1.11, 2.25, -1.52], [0.36, -2.20, -0.25], [-1.45, -2.31, -0.06], [-0.16, -0.03, -0.09], [-1.25, -0.80, -0.91], [-1.44, -0.95, 1.39], [0.14, 0.05, -0.97], [0.56, -0.43, 0.72], [-0.56, 2.94, -1.04], [-0.19, -0.35, 0.18]],
  "mulliken_charge": [-0.84, 0.37, 0.25, -0.79, -0.39, -0.13, 0.32, 0.25, 0.16, 0.29, 0.26, 0.25]
}

=====

# 3
{
  "formula": "CH6O6P",
  "method": "the ωB97M-V functional and the def2-TZVPD basis",
  "mol_weight_g_mol": 145.03,
  "orbital_gap_ev": 11.01,
  "charge": 1,
  "symbols": ["C", "O", "O", "O", "O", "O", "O", "P", "H", "H", "H", "H", "H", "H"],
  "xyz": [[0.86252, 3.15337, 0.33267], [-0.33444, -2.13812, 1.10213], [1.68782, 2.67688, 1.24030], [-1.50601, -2.74773, -1.13413], [0.77076, -1.81971, -1.06259], [-1.25650, -0.34940, -0.31588], [0.10943, 2.40605, -0.17032], [-0.59808, -1.73268, -0.31975], [0.89261, 4.22905, 0.14056], [-0.34183, -3.06478, 1.39608], [2.36578, 3.30236, 1.51296], [-2.44174, -2.64196, -0.83200], [0.62856, -1.76670, -1.94497], [-0.83887, 0.49336, 0.05497]],
  "forces_ev_per_angstrom": [[0.96, 0.93, 0.97], [0.00, -0.78, 2.03], [0.93, -0.15, 0.63], [-0.59, 1.32, 1.42], [-0.05, -0.02, 4.63], [0.34, 0.77, 0.25], [-2.33, -1.68, -1.53], [0.17, -0.11, -2.12], [0.15, 0.13, -0.12], [0.18, 0.21, -0.09], [0.04, 0.29, 0.13], [0.45, -0.40, -0.62], [-0.09, 0.29, -5.00], [-0.18, -0.79, -0.59]],
  "mulliken_charge": [0.21, -0.39, -0.41, -0.45, -0.34, -0.32, -0.50, 1.01, 0.32, 0.39, 0.36, 0.38, 0.32, 0.42]
}